# 1
{"formula": "C6H14IN2OS", "method": "ωB97M-V with the def2-TZVPD basis set", "elements": ["C", "C", "C", "C", "C", "C", "N", "N", "O", "S", "I", "H", "H", "H", "H", "H", "H", "H", "H", "H", "H", "H", "H", "H", "H"], "coordinates": [[2.993869, 0.415417, -0.852739], [-1.715569, 1.535970, 1.710238], [-2.443382, 2.185638, -0.548768], [2.518180, -3.339624, -0.295559], [-0.781048, -0.373618, -0.144016], [-2.509398, 1.122148, 0.572994], [2.523097, -0.748672, -0.648397], [-0.189688, -1.278545, -0.883575], [-2.040363, -0.161390, -0.093378], [3.012063, -1.855789, 0.542044], [4.359174, 1.378918, 0.519029], [-2.245292, 2.516151, 2.210882], [-1.726799, 0.923366, 2.599992], [-0.708029, 1.854984, 1.458579], [-3.000454, 3.001645, -0.191576], [-2.814696, 1.797066, -1.424921], [-1.409637, 2.369293, -0.792585], [3.003467, -3.430627, -1.280246], [1.462330, -3.279223, -0.381622], [2.785511, -4.061254, 0.376361], [-0.140428, 0.260483, 0.628721], [-3.546223, 1.037449, 0.833718], [0.866347, -1.187086, -0.842779], [-0.829456, -1.772523, -1.509328], [2.576423, 1.089832, -1.563080]], "atomic_forces_ev_per_a": [[0.334, -0.857, 2.340], [-0.458, 3.049, 3.141], [1.282, -1.575, 1.821], [-0.068, 2.121, -1.916], [1.531, 1.106, 2.231], [-0.157, 1.027, -2.238], [0.135, 0.655, -0.720], [-1.412, 1.526, 0.938], [-0.210, -0.204, -0.018], [0.746, 1.105, 0.215], [-0.461, -0.453, -0.750], [1.211, -2.102, -1.651], [0.198, -0.789, -0.071], [0.082, 0.120, 0.134], [-0.385, 1.414, 0.057], [-1.481, -0.787, -1.960], [0.499, 0.716, 0.295], [-0.111, -0.140, 0.568], [-0.972, -0.496, -0.274], [0.686, -2.295, 1.462], [-0.945, -1.512, -2.030], [-0.404, -1.099, 0.029], [-0.322, -0.554, -0.813], [0.884, -0.206, -0.104], [-0.200, 0.229, -0.686]], "molar_mass_g_mol": 289.16, "gap_ev": 8.912, "charge": 1, "energy_ev": -30404.3609}



# 2
{"formula": "C4H15NO2S", "method": "ωB97M-V with the def2-TZVPD basis set", "elements": ["C", "C", "C", "S", "C", "N", "H", "H", "H", "H", "H", "H", "H", "H", "H", "H", "H", "H", "H", "O", "H", "H", "O"], "coordinates": [[0.472375, -1.606132, -0.455240], [-0.976735, -1.723568, -0.954408], [-1.788009, -0.445139, -0.880368], [-2.078477, 0.058048, 0.851247], [-2.294403, 1.848045, 0.724782], [1.123395, -0.362610, -0.897155], [0.586320, -1.646437, 0.622547], [0.953528, -2.503085, -0.870683], [-0.988330, -2.121939, -1.966767], [-1.459965, -2.496121, -0.350211], [-1.276221, 0.382905, -1.370000], [-2.761418, -0.625254, -1.329826], [-2.585824, 2.137528, 1.732652], [-3.046824, 2.091336, -0.018267], [-1.332818, 2.315870, 0.527414], [1.236710, -0.290109, -1.906466], [2.072141, -0.412442, -0.536439], [2.985999, 0.743426, 1.190872], [4.092711, -0.279232, 1.600785], [3.725611, 0.227524, 0.854904], [1.165158, 2.361598, 1.173913], [0.940528, 0.889634, 0.748098], [1.234540, 1.456159, 1.508621]], "atomic_forces_ev_per_a": [[-0.111, -0.248, -1.191], [0.211, 0.026, 0.879], [-0.262, 0.230, 0.294], [0.117, -0.350, 0.029], [0.397, -0.562, 0.198], [0.361, -0.128, 0.308], [-0.341, 0.018, 0.179], [0.288, 0.084, 0.249], [0.060, 0.191, -0.254], [-0.089, -0.019, 0.017], [-0.047, -0.071, -0.131], [-0.031, 0.190, -0.242], [-0.260, 0.188, -0.128], [-0.053, 0.222, 0.072], [-0.061, 0.133, -0.260], [-0.308, -0.181, 0.137], [0.197, 0.229, -0.034], [-0.339, 0.255, 0.459], [-0.369, 0.439, -0.432], [0.671, -0.686, 0.023], [0.043, -0.262, 0.103], [0.042, 0.501, 0.438], [-0.114, -0.199, -0.713]], "de_lowest_ev": 0.000, "molar_mass_g_mol": 141.24, "gap_ev": 9.235, "smiles": "CSCCCN.O.O", "energy_ev": -20811.8745}